Formula: C22H66O22
Source: the Open Molecules 2025 dataset
Level of theory: ωB97M-V/def2-TZVPD

Computed properties:
SMILES: OCCO.OCCO.OCCO.OCCO.OCCO.OCCO.OCCO.OCCO.OCCO.OCCO.OCCO
HOMO level (eV): -9.89
LUMO level (eV): 0.098
Gap between HOMO and LUMO (eV): 9.991

Atoms and positions in Å:
C 7.763 9.150 13.628
C 8.906 8.295 13.200
O 8.498 6.887 13.365
O 7.452 8.845 14.944
H 6.835 9.051 13.049
H 8.139 10.189 13.565
H 9.834 8.473 13.754
H 9.220 8.545 12.157
H 9.176 6.332 13.779
H 7.571 7.902 15.058
C 18.063 13.840 11.233
C 16.682 13.395 11.699
O 16.392 12.091 11.120
O 19.057 12.934 11.765
H 18.241 14.882 11.485
H 18.087 13.742 10.155
H 15.829 14.053 11.482
H 16.723 13.291 12.801
H 15.761 11.600 11.671
H 19.745 12.727 11.133
C 13.671 10.082 7.989
C 13.598 9.184 6.778
O 13.859 9.722 5.476
O 12.898 11.244 7.765
H 14.742 10.423 8.157
H 13.335 9.609 8.937
H 12.629 8.662 6.708
H 14.280 8.282 6.900
H 13.527 10.661 5.409
H 12.013 10.986 7.969
C 12.412 14.036 9.654
C 13.056 12.903 10.391
O 13.173 13.224 11.829
O 11.037 14.313 10.179
H 12.405 13.817 8.601
H 12.890 14.974 9.876
H 14.074 12.727 10.121
H 12.507 11.964 10.329
H 12.374 13.655 12.151
H 10.491 13.651 9.765
C 11.643 10.472 18.507
C 11.419 9.414 17.339
O 12.465 9.512 16.334
O 11.440 11.781 18.079
H 12.690 10.290 18.839
H 10.923 10.257 19.297
H 10.461 9.496 16.835
H 11.429 8.459 17.829
H 12.325 10.374 15.873
H 12.278 12.191 17.775
C 9.877 11.045 9.926
C 9.303 11.561 8.647
O 8.873 10.586 7.789
O 10.835 10.081 9.474
H 9.144 10.567 10.569
H 10.221 11.882 10.505
H 10.097 12.201 8.225
H 8.470 12.200 8.937
H 9.397 9.776 7.955
H 11.367 9.817 10.272
C 17.208 10.886 16.214
C 15.914 10.903 15.393
O 14.851 10.982 16.339
O 17.444 9.735 17.076
H 17.110 11.733 16.888
H 18.058 10.944 15.548
H 15.860 10.012 14.730
H 15.906 11.790 14.758
H 14.475 10.107 16.482
H 17.216 10.017 17.952
C 12.009 5.556 13.023
C 11.692 5.944 14.424
O 10.348 5.594 14.809
O 11.656 6.462 11.917
H 11.675 4.542 12.812
H 13.088 5.493 12.963
H 11.883 7.017 14.554
H 12.470 5.473 15.038
H 10.371 5.804 15.738
H 10.712 6.691 11.997
C 13.688 9.274 13.298
C 12.467 9.732 12.580
O 12.323 9.043 11.336
O 14.895 9.651 12.687
H 13.702 8.192 13.460
H 13.749 9.705 14.268
H 12.424 10.769 12.400
H 11.563 9.483 13.149
H 12.179 8.121 11.611
H 14.852 9.139 11.876
C 17.494 7.633 9.507
C 16.791 8.208 10.728
O 15.439 7.938 10.535
O 17.010 6.327 9.118
H 18.542 7.521 9.756
H 17.450 8.399 8.695
H 16.943 9.255 10.683
H 17.189 7.861 11.644
H 15.399 6.959 10.406
H 16.557 6.358 8.284
C 12.045 13.483 14.865
C 12.469 14.151 16.181
O 13.438 13.418 16.956
O 11.302 12.230 14.957
H 12.947 13.194 14.321
H 11.439 14.106 14.254
H 11.696 14.528 16.814
H 13.012 15.043 15.983
H 13.913 12.720 16.496
H 10.625 12.362 15.649